1.
The following is a quantum chemistry calculation of the ion C6H14NO with charge +1, from the OMol25 dataset.

Each line ends with the natural charge from an NBO analysis.
Positions of all 22 atoms, in Å:
C: 2.566 0.545 -0.111  -0.6423
C: 0.300 -1.430 0.537  -0.6349
C: -0.125 -0.101 -1.628  -0.6273
C: -3.260 0.070 1.386  -0.5138
C: 1.175 1.004 0.331  -0.4083
C: 0.018 -0.032 -0.060  0.2466
N: -2.185 -0.319 0.624  0.2551
O: -1.221 0.500 0.366  -0.1408
H: 2.877 -0.427 0.187  0.2172
H: 2.686 0.579 -1.150  0.2202
H: 3.462 1.111 0.159  0.2569
H: -0.599 -2.167 0.379  0.2391
H: 1.189 -1.737 0.167  0.2424
H: 0.229 -1.312 1.636  0.2213
H: -0.436 0.853 -1.923  0.2232
H: -0.821 -0.894 -1.855  0.2266
H: 0.804 -0.300 -2.192  0.2532
H: -4.237 -0.167 0.895  0.3194
H: -3.328 1.035 1.813  0.2523
H: -3.171 -0.824 2.209  0.3355
H: 0.965 2.031 -0.229  0.2337
H: 1.032 1.149 1.437  0.2244

Values from the calculation:
Highest occupied orbital energy ... -15.09 eV
M ... 116.18 g/mol
Net charge ... +1
ΔE to the lowest compared entry with this formula, charge and spin ... 5.156 eV
DFT total energy ... -366.57776 Ha

2.
The following is a quantum chemistry calculation of the ion C3H4NO5P with charge -2, from the OMol25 dataset.

Each line ends with the natural charge from an NBO analysis.
Positions of all 14 atoms, in Å:
C: 2.043 -0.219 0.186  -0.5139
C: 0.911 0.113 -0.413  -0.1380
C: -0.199 0.469 0.351  -0.4592
N: -0.886 1.597 -0.032  0.5170
O: -1.637 2.203 0.800  -0.5340
O: -0.751 2.019 -1.174  -0.4768
P: -1.170 -1.344 -0.046  2.4173
O: -0.191 -2.366 0.457  -1.2107
O: -2.412 -1.050 0.720  -1.2026
O: -1.206 -1.157 -1.516  -1.2190
H: 2.813 -0.579 -0.494  0.1698
H: 2.008 -0.277 1.225  0.1802
H: 0.832 0.076 -1.540  0.2464
H: -0.157 0.516 1.476  0.2236

Values from the calculation:
SMILES string ... C=C[C@@H]([N+](=O)[O-])P(=O)([O-])[O-]
Highest occupied orbital energy ... -0.23 eV
M ... 165.04 g/mol
Net charge ... -2
ΔE to the lowest compared entry with this formula, charge and spin ... 2.437 eV
DFT total energy ... -888.97918 Ha

3.
The following is a quantum chemistry calculation of a cluster of 16 separate species, C65H159N3O16 in total, from the OMol25 dataset.

Each line ends with the Mulliken charge.
Positions of all 243 atoms, in Å:
C: -0.173 0.628 3.512  -1.0627
C: 0.897 -0.467 3.750  1.1813
O: 0.227 -1.697 3.715  -0.4279
H: -0.932 0.544 4.283  0.4599
H: -0.666 0.419 2.556  -0.1343
H: 0.267 1.615 3.572  0.4717
H: 1.331 -0.392 4.774  0.4616
H: 1.765 -0.371 3.067  -0.8912
H: -0.477 -1.615 3.032  0.0664
C: -3.509 0.003 -4.377  -1.1365
C: -4.330 0.167 -3.044  2.4666
C: -3.861 1.444 -2.351  1.1313
C: -4.439 2.684 -3.046  -0.6701
C: -5.957 2.595 -3.218  -1.5163
C: -6.458 1.315 -3.896  1.7701
N: -5.775 0.208 -3.228  1.0826
O: -6.206 -1.041 -3.822  -0.5910
C: -7.976 1.160 -3.621  -1.9864
C: -6.212 1.426 -5.394  -1.8942
C: -4.006 -0.961 -2.028  -1.5025
H: -3.321 1.001 -4.844  -0.1426
H: -4.095 -0.527 -5.134  0.5325
H: -2.546 -0.482 -4.238  -0.2931
H: -4.208 1.429 -1.313  -0.8964
H: -2.785 1.378 -2.395  -0.6523
H: -3.861 2.799 -3.949  0.6424
H: -4.225 3.603 -2.464  0.3143
H: -6.369 3.516 -3.660  0.4604
H: -6.458 2.534 -2.226  0.0848
H: -8.493 2.104 -3.543  0.3661
H: -8.372 0.518 -4.389  0.4341
H: -8.041 0.682 -2.661  0.3374
H: -5.213 1.771 -5.724  0.2311
H: -6.526 0.469 -5.851  0.4461
H: -6.847 2.223 -5.875  0.4027
H: -4.616 -0.876 -1.098  -0.0547
H: -2.982 -0.892 -1.718  -0.1172
H: -4.235 -1.949 -2.465  0.4056
H: -6.757 -1.366 -3.091  0.3258
C: 5.351 -7.710 1.144  -2.0513
C: 5.352 -6.230 0.792  2.0033
C: 6.784 -5.831 0.451  -1.6619
C: 6.917 -4.562 -0.378  0.4260
C: 6.072 -4.613 -1.649  -1.3540
C: 4.573 -4.871 -1.333  2.1035
N: 4.536 -6.070 -0.428  0.0519
O: 3.132 -6.348 -0.104  -0.4530
C: 4.091 -3.630 -0.597  -0.1195
C: 3.798 -5.205 -2.614  -2.1915
C: 4.864 -5.435 2.025  -1.5133
H: 6.090 -7.932 1.901  0.4173
H: 5.654 -8.380 0.319  0.4679
H: 4.394 -8.076 1.504  0.4016
H: 7.317 -5.808 1.407  0.4031
H: 7.116 -6.685 -0.136  0.4599
H: 7.979 -4.517 -0.601  0.4946
H: 6.625 -3.683 0.263  -0.4900
H: 6.325 -5.497 -2.281  0.3597
H: 6.186 -3.677 -2.212  0.3696
H: 4.726 -3.362 0.252  -0.4823
H: 4.074 -2.713 -1.232  0.0704
H: 3.065 -3.759 -0.272  -0.3601
H: 4.275 -6.043 -3.099  0.5246
H: 2.740 -5.342 -2.359  0.3564
H: 3.862 -4.391 -3.342  0.3630
H: 3.804 -5.472 2.232  0.3818
H: 5.176 -4.402 1.904  0.0887
H: 5.439 -5.902 2.859  0.3557
H: 2.993 -7.130 -0.673  0.3763
C: -3.545 7.644 2.575  -2.0687
C: -3.876 6.177 2.382  1.6562
C: -4.667 5.990 1.106  -1.8258
C: -4.783 4.568 0.610  0.9989
C: -3.405 3.977 0.433  0.0067
C: -2.540 3.982 1.687  3.0337
N: -2.570 5.459 2.184  0.2305
O: -1.783 5.562 3.408  -0.5258
C: -3.186 3.006 2.621  0.0225
C: -1.116 3.636 1.329  -2.0237
C: -4.779 5.648 3.478  -1.3559
H: -2.996 8.107 1.731  0.3572
H: -2.973 7.785 3.506  0.4362
H: -4.476 8.233 2.671  0.3990
H: -5.650 6.469 1.124  0.5427
H: -4.163 6.596 0.339  0.3875
H: -5.399 4.530 -0.289  0.2897
H: -5.434 4.101 1.353  -1.1886
H: -2.953 4.633 -0.304  0.3474
H: -3.403 2.891 0.086  -1.3115
H: -2.779 3.274 3.641  0.5838
H: -4.284 3.106 2.563  -0.5502
H: -2.933 1.927 2.462  -0.6369
H: -0.486 3.595 2.210  0.9159
H: -0.949 2.618 0.894  -0.6633
H: -0.761 4.365 0.640  0.3924
H: -5.607 6.377 3.524  0.3961
H: -4.311 5.552 4.466  0.2979
H: -5.182 4.706 3.223  0.1808
H: -1.087 6.185 3.110  0.3550
C: 2.960 -4.822 5.666  -1.0737
C: 4.054 -4.781 6.753  0.6256
C: 4.676 -3.419 6.848  -0.9379
O: 3.504 -5.162 7.985  -0.5986
H: 2.474 -5.805 5.641  0.3570
H: 3.379 -4.548 4.720  -0.0741
H: 2.234 -4.063 5.972  0.4579
H: 4.825 -5.536 6.509  0.2375
H: 3.932 -2.636 6.933  0.2108
H: 5.313 -3.185 5.985  0.0992
H: 5.272 -3.476 7.772  0.3956
H: 2.518 -5.219 7.976  0.3420
C: 2.938 6.696 -3.197  -1.4345
C: 1.775 6.854 -2.237  0.5588
C: 1.930 5.841 -1.085  -0.4842
O: 1.528 8.159 -1.756  -0.6086
H: 3.864 7.152 -2.768  0.3610
H: 2.895 7.139 -4.178  0.3656
H: 3.208 5.638 -3.346  0.2267
H: 0.890 6.626 -2.777  0.1251
H: 2.096 4.815 -1.431  -0.2719
H: 1.008 5.862 -0.459  0.0042
H: 2.824 6.121 -0.531  0.7607
H: 2.293 8.446 -1.204  0.3839
C: -2.708 -5.401 -3.068  -1.0485
C: -2.861 -5.408 -4.571  0.5187
C: -3.438 -4.086 -5.005  -0.9822
O: -1.555 -5.556 -5.192  -0.5343
H: -1.904 -6.032 -2.728  0.4398
H: -3.625 -5.677 -2.562  0.4042
H: -2.425 -4.383 -2.779  0.0164
H: -3.571 -6.170 -4.833  0.2676
H: -4.180 -3.736 -4.292  0.2015
H: -3.803 -4.016 -6.040  0.4492
H: -2.684 -3.275 -5.012  0.0158
H: -1.170 -6.398 -4.981  0.3103
C: -0.890 3.903 -2.489  0.1858
C: -0.520 3.125 -3.758  0.3777
C: 0.858 3.584 -4.320  -1.3023
O: -0.534 1.741 -3.471  1.3578
H: -1.230 4.918 -2.719  0.8379
H: -0.069 3.994 -1.788  -0.6019
H: -1.677 3.404 -1.933  -0.7406
H: -1.277 3.372 -4.528  0.3919
H: 0.802 4.655 -4.498  0.5614
H: 1.094 3.022 -5.200  0.4905
H: 1.706 3.346 -3.645  -0.3151
H: 0.104 1.643 -2.709  -1.0765
C: -4.321 -2.565 1.669  -1.6332
C: -3.364 -1.500 2.241  1.9656
C: -3.481 -1.337 3.759  -1.6162
O: -1.977 -1.838 1.949  0.3470
H: -5.357 -2.226 1.821  0.2927
H: -4.050 -3.490 2.141  0.6240
H: -4.196 -2.599 0.585  0.2809
H: -3.501 -0.521 1.783  -0.9842
H: -4.517 -1.156 4.024  0.4600
H: -2.829 -0.570 4.074  0.1585
H: -3.320 -2.319 4.197  0.4064
H: -1.919 -2.805 1.918  -0.1652
C: 2.215 -0.201 -4.246  -0.9107
C: 1.033 -0.798 -4.936  0.0907
C: 0.318 -1.842 -4.046  0.0416
O: 0.190 0.198 -5.429  -0.6801
H: 3.058 -0.893 -4.148  0.5897
H: 1.920 0.131 -3.220  -0.0526
H: 2.575 0.687 -4.764  0.3620
H: 1.406 -1.386 -5.799  0.3951
H: -0.212 -1.344 -3.228  -0.5647
H: 1.005 -2.556 -3.563  0.2033
H: -0.409 -2.486 -4.570  0.1018
H: -0.230 0.693 -4.714  0.0971
C: 6.104 2.997 -1.403  -1.5907
C: 4.838 2.219 -1.693  0.8586
C: 5.077 0.709 -1.592  -0.1050
O: 3.838 2.604 -0.716  0.2576
H: 6.806 2.970 -2.177  0.5393
H: 6.584 2.571 -0.497  0.2567
H: 5.847 4.068 -1.185  0.2461
H: 4.405 2.523 -2.666  0.3682
H: 5.303 0.421 -0.574  -0.6855
H: 5.942 0.392 -2.209  0.6738
H: 4.187 0.100 -1.913  -0.3615
H: 4.145 2.239 0.123  -0.3809
C: -0.036 -4.548 -0.103  -0.3584
C: 0.051 -4.877 1.383  0.0535
C: 1.296 -4.201 2.034  0.5324
O: -1.145 -4.400 2.138  -0.6173
H: -0.097 -3.415 -0.174  -0.1914
H: -0.950 -4.965 -0.542  0.2835
H: 0.872 -4.964 -0.545  0.0833
H: 0.120 -5.978 1.482  0.2757
H: 2.225 -4.696 1.712  -0.7498
H: 1.278 -4.181 3.102  0.7540
H: 1.395 -3.143 1.784  -0.5422
H: -0.970 -4.407 3.085  0.2885
C: 4.457 3.934 3.494  -1.6694
C: 3.468 3.036 2.756  0.9337
C: 2.644 3.818 1.738  -0.7538
O: 4.133 1.938 2.067  -0.5352
H: 3.965 4.824 3.922  0.3908
H: 5.244 4.205 2.785  0.2848
H: 4.877 3.446 4.342  0.4508
H: 2.842 2.562 3.521  -0.0981
H: 1.881 3.191 1.238  -0.4891
H: 3.272 4.178 0.926  0.0210
H: 2.148 4.678 2.141  0.8399
H: 4.587 1.339 2.690  0.3340
C: -0.527 0.106 -0.531  -0.5050
C: 0.878 0.514 -0.186  1.9507
C: 1.778 -0.696 -0.401  0.1864
O: 1.213 1.545 -1.143  2.3395
H: -1.161 0.986 -0.481  -0.0253
H: -0.859 -0.742 0.086  -0.0598
H: -0.567 -0.169 -1.574  -0.7207
H: 0.892 0.847 0.854  -0.3477
H: 1.694 -1.511 0.310  -0.2028
H: 2.818 -0.378 -0.338  -0.5026
H: 1.556 -1.064 -1.426  -0.2911
H: 2.112 1.940 -0.920  -1.1916
C: -6.787 0.817 3.073  -1.2022
C: -7.003 1.538 1.814  0.9782
C: -6.401 0.809 0.634  0.9073
O: -8.429 1.676 1.486  -0.6515
H: -6.961 -0.265 2.973  0.3214
H: -7.417 1.167 3.885  0.4106
H: -5.751 0.937 3.304  0.1835
H: -6.675 2.522 1.755  -0.3729
H: -6.989 -0.084 0.478  0.6048
H: -5.338 0.579 0.771  -0.7449
H: -6.629 1.319 -0.328  -0.6411
H: -8.560 2.480 0.982  0.3511
C: 4.017 -1.801 2.909  1.1272
C: 5.239 -1.079 3.357  -0.0474
C: 6.178 -0.923 2.162  -0.8880
O: 4.930 0.254 3.830  -0.5948
H: 4.231 -2.831 2.703  -0.5007
H: 3.526 -1.303 2.092  -0.7288
H: 3.360 -1.881 3.748  0.6256
H: 5.724 -1.587 4.172  0.2781
H: 6.516 -1.886 1.797  0.3558
H: 7.065 -0.352 2.490  0.4942
H: 5.677 -0.416 1.329  -0.4293
H: 4.355 0.175 4.588  0.2900

Values from the calculation:
Highest occupied orbital energy ... -8.39 eV
M ... 1238.99 g/mol
Net charge ... 0
DFT total energy ... -3939.89619 Ha

4.
The following is a quantum chemistry calculation of an isolated molecule of C4H10S, from the OMol25 dataset.

Each line ends with the natural charge from an NBO analysis.
Positions of all 15 atoms, in Å:
C: 0.377 -0.749 1.295  -0.6140
C: 0.346 0.047 0.009  -0.1500
C: 0.845 1.445 0.075  -0.6313
C: 1.168 -0.797 -1.006  -0.6049
S: -1.450 -0.040 -0.272  -0.0395
H: 1.380 -0.781 1.802  0.1924
H: -0.236 -0.249 2.054  0.2074
H: 0.109 -1.783 1.200  0.2206
H: 1.892 1.455 0.517  0.2125
H: 0.335 2.137 0.752  0.2198
H: 1.020 2.009 -0.862  0.2304
H: 0.798 -0.510 -1.931  0.2136
H: 1.092 -1.893 -0.960  0.2156
H: 2.156 -0.480 -0.842  0.2127
H: -1.762 1.059 0.384  0.1148

Values from the calculation:
SMILES string ... CC(C)(C)S
Highest occupied orbital energy ... -8.73 eV
M ... 90.19 g/mol
Net charge ... 0
ΔE to the lowest compared entry with this formula, charge and spin ... 0.569 eV
DFT total energy ... -556.56109 Ha